No. 1
Molecular formula: C6H13N2OS
Method: DFT, wB97M-V/def2-TZVPD

For the LUMO energy, the calculation gives -4.43 eV. The value obtained for the total energy is -22287.4133 eV. For the HOMO-LUMO gap, the calculation gives 8.7 eV. As for the energy above the lowest of the compared OMol25 structures with the same formula, charge and spin: 196.8 kJ/mol. The total charge is +1.

Element x y z (Å)
C1 -3.2202 0.7269 0.0345
C2 3.1125 -0.6181 -0.4258
C3 -1.9833 0.2508 0.3866
C4 -1.6105 -1.1473 0.0643
C5 0.0607 1.7796 -0.1902
C6 -0.8421 1.1002 0.8976
N1 2.1481 -0.5843 0.4400
N2 -0.3779 -1.7069 -0.0312
O1 -2.5462 -1.9962 -0.3581
S1 4.7582 -0.1627 -0.1434
H1 -3.3848 1.8690 0.2101
H2 -4.0096 0.2966 -0.4294
H3 2.9233 -0.8246 -1.4505
H4 1.0493 1.5702 0.0597
H5 -0.2506 2.8474 -0.2384
H6 -0.2234 1.6535 -1.2120
H7 -1.4763 1.8399 1.4996
H8 -0.1190 0.4734 1.4740
H9 2.5556 -0.3235 1.2939
H10 0.5365 -1.1736 0.1393
H11 -0.2892 -2.7166 0.0198
H12 -2.0942 -2.8577 -0.6520
H13 5.2833 -0.2962 -1.3884

Cartesian forces (eV/Å) of the 6 atoms listed first:
3.79 3.49 2.16
-0.77 0.60 0.54
-0.41 -0.89 -1.41
0.89 -2.43 -1.83
-3.33 1.83 0.51
-0.93 0.47 0.20

Atomic partial charges in e from the natural (NBO) method, atoms 1 to 8: atom 1 (C): -0.1881, atom 2 (C): 0.0020, atom 3 (C): -0.1379, atom 4 (C): 0.7024, atom 5 (C): -0.6337, atom 6 (C): -0.4397, atom 7 (N): -0.7251, atom 8 (N): -0.7695

=====

No. 2
Molecular formula: C6H13N3
Method: DFT, wB97M-V/def2-TZVPD

For the LUMO energy, the calculation gives 1.01 eV. The value obtained for the total energy is -10902.0500 eV. For the HOMO-LUMO gap, the calculation gives 7.8 eV. As for the SMILES: C=C(NC)/C(N)=C(/C)N. As for the energy above the lowest of the compared OMol25 structures with the same formula, charge and spin: 131.4 kJ/mol.

Element x y z (Å)
C1 2.5598 -0.4317 -0.3051
C2 1.2262 -0.3678 -0.3145
N1 0.4354 -1.3035 -1.0282
C3 -0.4667 -0.8106 -2.0562
C4 0.4132 0.5441 0.4860
N2 0.8811 1.8740 0.6555
C5 -0.8251 0.1710 0.8857
C6 -1.8656 1.1993 1.2678
N3 -1.1549 -1.1333 1.2589
H1 3.1477 0.1603 0.3776
H2 3.1030 -1.1629 -0.8865
H3 1.0248 -2.0482 -1.3837
H4 -1.0977 -0.0308 -1.6445
H5 -1.0901 -1.6462 -2.3969
H6 0.0688 -0.4072 -2.9177
H7 1.7734 2.0365 0.2118
H8 0.9139 2.1617 1.6283
H9 -1.7819 1.4685 2.3198
H10 -1.7232 2.1023 0.6779
H11 -2.8712 0.8023 1.1134
H12 -2.1427 -1.3534 1.1917
H13 -0.5280 -1.8243 0.8588

Cartesian forces (eV/Å) of the 6 atoms listed first:
0.21 -0.04 0.09
-0.16 -0.74 0.36
0.84 -0.41 -0.18
-0.06 -0.33 -0.12
-0.18 0.15 -0.54
-0.34 0.14 0.14

Atomic partial charges in e from the natural (NBO) method, atoms 1 to 8: atom 1 (C): -0.4979, atom 2 (C): 0.1542, atom 3 (N): -0.6381, atom 4 (C): -0.4089, atom 5 (C): -0.0125, atom 6 (N): -0.8262, atom 7 (C): 0.1827, atom 8 (C): -0.6535

=====

No. 3
Molecular formula: C6H13N3
Method: DFT, wB97M-V/def2-TZVPD

For the LUMO energy (alpha / beta), the calculation gives 0.37 / 0.37 eV. The value obtained for the total energy is -10898.7929 eV. For the HOMO-LUMO gap (alpha / beta), the calculation gives 8.4 / 8.4 eV. As for the energy above the lowest of the compared OMol25 structures with the same formula, charge and spin: 445.7 kJ/mol.

Element x y z (Å)
C1 0.7980 -0.4767 -0.0936
C2 -0.9646 0.8782 -0.4562
C3 0.6573 -0.8015 1.3586
C4 -1.9292 -0.2444 -0.7375
C5 -1.2578 1.7009 0.7673
N1 1.0697 0.7766 -0.5057
N2 0.7817 -1.5342 -0.9613
C6 3.1636 0.1322 -0.3575
N3 3.9100 -0.5265 0.2488
H1 1.3262 0.8759 -1.4834
H2 -0.8418 1.5022 -1.3381
H3 1.2824 -1.3830 -1.8271
H4 0.6981 -2.4520 -0.5506
H5 0.4992 0.0864 1.9622
H6 -0.1234 -1.5402 1.5470
H7 1.6194 -1.2337 1.6598
H8 -2.0769 -0.8912 0.1293
H9 -1.6361 -0.8434 -1.5986
H10 -2.9051 0.1980 -0.9761
H11 -2.1546 2.3033 0.5754
H12 -0.4462 2.3899 0.9961
H13 -1.4700 1.0833 1.6411

Cartesian forces (eV/Å) of the 6 atoms listed first:
-0.76 -0.52 -1.28
0.73 0.53 -0.31
0.22 0.14 -0.07
0.09 -0.09 -0.02
0.00 0.05 0.01
-1.87 -0.56 1.38

Atomic partial charges in e from the natural (NBO) method, atoms 1 to 8: atom 1 (C): 0.6051, atom 2 (C): -0.0116, atom 3 (C): -0.7164, atom 4 (C): -0.6637, atom 5 (C): -0.6654, atom 6 (N): -0.5532, atom 7 (N): -0.8047, atom 8 (C): -0.1410

=====

No. 4
Molecular formula: C6H13N3O2
Method: DFT, wB97M-V/def2-TZVPD

For the LUMO energy, the calculation gives 0.39 eV. The value obtained for the total energy is -14993.2515 eV. For the HOMO-LUMO gap, the calculation gives 8.7 eV. As for the SMILES: C=C/C=[N+](\[O-])O.CC/C=N/N. As for the energy above the lowest of the compared OMol25 structures with the same formula, charge and spin: 463.1 kJ/mol.

Element x y z (Å)
C1 1.1696 -1.3953 -1.7205
C2 0.8551 -0.1178 -1.5163
C3 -0.3317 0.5003 -2.0280
N1 -0.5698 1.7547 -1.8203
O1 0.0579 2.5774 -1.1595
O2 -1.7248 2.2429 -2.4536
H1 2.0748 -1.8219 -1.3312
H2 0.5211 -2.0518 -2.2762
H3 1.5120 0.5338 -0.9553
H4 -1.0314 -0.0421 -2.6380
H5 -1.8004 3.1829 -2.2230
C4 -1.0132 -1.8678 1.1764
C5 0.3621 -1.5657 1.7533
C6 0.6656 -0.1015 1.7929
N2 -0.2531 0.7500 1.6224
N3 -0.0227 2.0666 1.7816
H6 -1.0889 -1.4578 0.1747
H7 -1.1832 -2.9405 1.1323
H8 -1.7834 -1.4070 1.7848
H9 0.4334 -1.9641 2.7718
H10 1.1342 -2.0662 1.1654
H11 1.7008 0.1847 2.0154
H12 0.9490 2.3782 1.7472
H13 -0.6329 2.6276 1.2037

Cartesian forces (eV/Å) of the 6 atoms listed first:
-0.21 0.26 -0.04
0.56 -0.02 0.25
-0.28 -0.15 -0.33
-0.64 0.30 -0.29
0.46 0.52 0.30
-0.31 -0.58 -0.32

Atomic partial charges in e from the natural (NBO) method, atoms 1 to 8: atom 1 (C): -0.3623, atom 2 (C): -0.2359, atom 3 (C): -0.0795, atom 4 (N): 0.3899, atom 5 (O): -0.5088, atom 6 (O): -0.5505, atom 7 (H): 0.2048, atom 8 (H): 0.1929

=====

No. 5
Molecular formula: C6H13N5S
Method: DFT, wB97M-V/def2-TZVPD

For the LUMO energy, the calculation gives -7.52 eV. The value obtained for the total energy is -24700.1484 eV. For the HOMO-LUMO gap, the calculation gives 10.4 eV. As for the SMILES: [NH2+]=C1N=S2(=NC(=[NH2+])N1)CCCC2. As for the energy above the lowest of the compared OMol25 structures with the same formula, charge and spin: 0.0 kJ/mol. The total charge is +2.

Element x y z (Å)
N1 3.1515 2.3143 -0.2341
C1 2.2786 1.2593 -0.2485
N2 0.9915 1.4081 -0.1121
S1 -0.0497 0.1001 0.0466
N3 0.8348 -1.2631 0.2014
C2 2.1164 -1.1772 0.0199
N4 2.8087 -2.3182 0.1154
N5 2.8263 0.0277 -0.1525
C3 -1.2562 -0.1584 1.4067
C4 -2.6271 0.0431 0.7381
C5 -2.6464 -0.5238 -0.6970
C6 -1.4907 0.0587 -1.3964
H1 2.8865 3.2524 -0.4518
H2 4.0917 2.2623 0.2546
H3 2.3617 -3.1129 0.4045
H4 3.8730 -2.3968 0.0428
H5 3.8470 0.1065 -0.2514
H6 -1.0557 0.5674 2.2122
H7 -1.1586 -1.2296 1.5912
H8 -2.8190 1.2166 0.7838
H9 -3.4019 -0.3713 1.4410
H10 -2.7226 -1.5923 -0.7404
H11 -3.5285 -0.1206 -1.2751
H12 -1.0076 -0.3635 -2.3376
H13 -1.5878 1.1935 -1.5816

Cartesian forces (eV/Å) of the 6 atoms listed first:
0.75 -1.58 0.49
0.49 0.68 1.92
-3.44 -0.05 0.05
1.89 -0.33 -1.66
-1.75 1.10 -0.46
2.28 -0.34 0.32

Atomic partial charges in e from the natural (NBO) method, atoms 1 to 8: atom 1 (N): -0.7631, atom 2 (C): 0.6668, atom 3 (N): -0.7313, atom 4 (S): 1.5747, atom 5 (N): -0.7560, atom 6 (C): 0.6524, atom 7 (N): -0.7072, atom 8 (N): -0.5992

=====

No. 6
Molecular formula: C6H13NO
Method: DFT, wB97M-V/def2-TZVPD

For the LUMO energy, the calculation gives -3.67 eV. The value obtained for the total energy is -9960.3885 eV. For the HOMO-LUMO gap, the calculation gives 3.4 eV. As for the energy above the lowest of the compared OMol25 structures with the same formula, charge and spin: 1040.7 kJ/mol.

Element x y z (Å)
C1 -0.5361 -1.3994 -0.7599
N1 -0.6634 -1.3494 0.6888
C2 -1.0934 0.3295 0.9356
C3 -0.6126 1.1230 -0.1597
C4 0.6607 1.5799 -0.4333
C5 1.8803 1.0564 0.1291
C6 -2.5173 0.3344 0.9998
H1 0.3368 -0.8257 -1.0784
H2 -0.4889 -2.4746 -1.0496
H3 -1.4167 -1.0182 -1.3538
H4 -1.6671 -1.5343 1.0462
H5 -1.5269 1.6605 -0.4916
H6 0.6417 2.3353 -1.2263
H7 2.6875 1.8486 0.2352
H8 1.7000 0.6801 1.1728
H9 -3.1726 1.1069 0.6448
H10 -0.5515 0.5334 1.8358
H11 -2.9077 -0.5435 1.4283
H12 2.0293 0.1551 -0.4180
H13 2.6521 -1.1468 -1.9771
O1 2.4547 -1.1843 -0.9824

Cartesian forces (eV/Å) of the 6 atoms listed first:
-1.55 -1.11 -0.80
-3.32 2.50 1.04
1.30 -1.94 0.29
-0.22 3.65 -0.76
-2.69 -0.04 -0.35
-0.55 3.85 3.47

Atomic partial charges in e from the natural (NBO) method, atoms 1 to 8: atom 1 (C): -0.4714, atom 2 (N): -0.4961, atom 3 (C): -0.2626, atom 4 (C): -0.2729, atom 5 (C): -0.0644, atom 6 (C): -0.6749, atom 7 (C): 0.0087, atom 8 (H): 0.2675

=====

Which value of energy above the lowest of the compared OMol25 structures with the same formula, charge and spin does entry 2 give? 131.4 kJ/mol

=====

The lowest energy above the lowest of the compared OMol25 structures with the same formula, charge and spin belongs to which entry? C6H13N5S

=====

Repeat the sixth record exactly.
Molecular formula: C6H13NO
Method: DFT, wB97M-V/def2-TZVPD

For the LUMO energy, the calculation gives -3.67 eV. The value obtained for the total energy is -9960.3885 eV. For the HOMO-LUMO gap, the calculation gives 3.4 eV. As for the energy above the lowest of the compared OMol25 structures with the same formula, charge and spin: 1040.7 kJ/mol.

Element x y z (Å)
C1 -0.5361 -1.3994 -0.7599
N1 -0.6634 -1.3494 0.6888
C2 -1.0934 0.3295 0.9356
C3 -0.6126 1.1230 -0.1597
C4 0.6607 1.5799 -0.4333
C5 1.8803 1.0564 0.1291
C6 -2.5173 0.3344 0.9998
H1 0.3368 -0.8257 -1.0784
H2 -0.4889 -2.4746 -1.0496
H3 -1.4167 -1.0182 -1.3538
H4 -1.6671 -1.5343 1.0462
H5 -1.5269 1.6605 -0.4916
H6 0.6417 2.3353 -1.2263
H7 2.6875 1.8486 0.2352
H8 1.7000 0.6801 1.1728
H9 -3.1726 1.1069 0.6448
H10 -0.5515 0.5334 1.8358
H11 -2.9077 -0.5435 1.4283
H12 2.0293 0.1551 -0.4180
H13 2.6521 -1.1468 -1.9771
O1 2.4547 -1.1843 -0.9824

Cartesian forces (eV/Å) of the 6 atoms listed first:
-1.55 -1.11 -0.80
-3.32 2.50 1.04
1.30 -1.94 0.29
-0.22 3.65 -0.76
-2.69 -0.04 -0.35
-0.55 3.85 3.47

Atomic partial charges in e from the natural (NBO) method, atoms 1 to 8: atom 1 (C): -0.4714, atom 2 (N): -0.4961, atom 3 (C): -0.2626, atom 4 (C): -0.2729, atom 5 (C): -0.0644, atom 6 (C): -0.6749, atom 7 (C): 0.0087, atom 8 (H): 0.2675

=====

The lowest energy above the lowest of the compared OMol25 structures with the same formula, charge and spin belongs to which entry? C6H13N5S